Below is a single C3H5NOS2 molecule in a non-equilibrium geometry, with properties calculated with wB97M-V/def2-TZVPD.

```
12
Properties=species:S:1:pos:R:3:forces:R:3:lowdin_charge:R:1
C 0.8349 -0.2627 0.0894 -0.10 0.02 -0.90 -0.795
C -0.4618 0.3139 -0.4825 1.47 0.23 0.68 -0.363
C -0.9203 -0.1591 -1.7820 -1.31 2.42 0.25 -0.119
H -0.6754 -0.0111 2.7750 0.08 0.06 0.03 -0.115
H 1.9730 -0.2900 1.7130 0.32 -0.10 0.03 0.065
H -0.6008 1.3412 -0.0839 -0.51 -0.69 -0.55 0.125
H -1.4937 0.5973 -2.3741 0.31 -0.89 0.50 0.130
H -0.3360 -0.8370 -2.3319 0.52 -1.06 -0.37 0.062
N 1.1351 0.1295 1.3516 0.47 -0.60 -0.25 -0.450
O -1.5518 -0.5781 -0.5600 -0.05 -0.06 -0.28 -0.019
S 0.2186 0.9584 2.4841 -0.65 0.24 0.17 0.798
S 1.8782 -1.2022 -0.7989 -0.55 0.41 0.69 0.681
```
Positions in Å, forces in eV/Å.

As for the SMILES: S=C(NS)[C@H]1CO1. For the HOMO-LUMO gap, the calculation gives 8.86 eV. As for the LUMO energy: 0.11 eV. As for the relative energy (zero: lowest compared OMol25 entry of this formula, charge and spin): 50.06 kcal/mol.

Below is C8H12N2PTc as an isolated structure in a non-equilibrium geometry, with properties calculated with wB97M-V/def2-TZVPD.

```
24
Properties=species:S:1:pos:R:3:forces:R:3:mulliken_spin:R:1
C 0.2974 -0.1564 -2.0154 3.55 -1.42 1.59 0.265
C -0.8513 -0.8252 -2.5720 -0.13 -1.22 0.25 0.346
C -0.5615 -2.1991 -2.5984 -0.58 0.31 -0.10 -0.079
C 0.7254 -2.4092 -2.0429 -0.83 -0.62 -1.26 0.385
C 1.2908 -1.1740 -1.6679 -1.74 3.75 -0.11 0.104
Tc 1.3080 1.8901 0.4524 1.95 0.22 -1.01 2.052
P -0.2136 3.4181 -0.1220 -1.31 1.22 -0.04 -0.064
H 0.4403 0.9238 -1.8611 -0.21 -0.54 -0.24 -0.033
H -1.7903 -0.3181 -2.8062 0.40 -0.38 -0.19 0.008
H -1.2121 -2.9715 -3.0032 0.23 0.23 0.19 0.001
H 2.2783 -1.0134 -1.2212 -0.43 0.00 -0.39 -0.004
H 1.2711 -3.3402 -2.1007 -0.13 -0.12 0.29 0.019
H -1.4221 3.5919 0.6235 0.41 -0.08 -0.17 -0.005
H -0.8107 3.5597 -1.4054 0.15 -0.23 0.21 -0.012
H 0.2297 4.7870 -0.0254 -0.05 -0.59 -0.03 -0.005
N 0.4725 -0.9902 1.5685 -0.05 1.67 -0.21 -0.008
C -0.3099 -1.3917 2.5862 0.55 0.00 -0.55 0.000
C -0.6599 -0.2744 3.3004 -0.53 0.54 0.95 0.007
C -0.0750 0.8221 2.6731 0.23 -1.22 -0.38 0.001
N 0.6092 0.3991 1.5917 -1.11 -1.74 1.04 0.022
H 0.8890 -1.5446 0.8166 -0.30 0.50 0.22 0.004
H -0.5352 -2.4414 2.7154 0.01 0.18 0.08 0.000
H -1.2747 -0.2191 4.1850 0.05 -0.18 -0.07 0.001
H -0.0956 1.8766 2.9290 -0.13 -0.28 -0.06 -0.005
```
Positions in Å, forces in eV/Å.

As for the total charge: +1. The multiplicity is 4. For the HOMO-LUMO gap (alpha / beta), the calculation gives 7.11 / 6.14 eV. As for the LUMO energy (alpha / beta): -4.25 / -5.16 eV. As for the relative energy (zero: lowest compared OMol25 entry of this formula, charge and spin): 28.04 kcal/mol.

Below is C3H6F4GaO2 as an isolated structure, with properties calculated with wB97M-V/def2-TZVPD.

```
16
Properties=species:S:1:pos:R:3:forces:R:3:lowdin_charge:R:1
O 0.9374 -0.5517 2.9003 0.16 0.09 0.10 -0.110
O 0.6451 0.7459 2.3608 0.02 -0.04 0.01 -0.271
C -0.6476 0.6863 1.7257 0.00 -0.10 -0.32 -0.315
Ga -0.9159 -0.7436 0.2767 -0.44 -0.05 0.26 0.440
C -0.3929 0.1772 -1.5107 -0.03 -0.11 -0.12 -0.496
F -1.1068 -0.3160 -2.6004 0.11 0.19 0.07 -0.028
F -0.7088 1.5367 -1.4617 0.06 -0.15 0.04 -0.027
C 1.0874 0.1171 -1.8994 0.05 0.15 0.02 -0.360
F 1.3597 -1.0630 -2.5203 0.01 -0.09 0.08 0.040
F 1.4512 1.1090 -2.7775 -0.05 -0.05 -0.08 0.030
H 1.2510 -1.0354 2.1194 -0.23 -0.01 -0.03 0.035
H -0.7216 1.6572 1.2194 0.03 -0.03 0.15 0.048
H -1.4286 0.6450 2.4981 0.10 -0.01 -0.03 0.040
H -0.0725 -2.0868 0.5112 0.23 0.08 -0.09 -0.082
H -2.4813 -1.0813 0.1877 0.06 0.06 -0.06 -0.090
H 1.7442 0.2035 -1.0291 -0.08 0.05 -0.01 0.146
```
Positions in Å, forces in eV/Å.

As for the total charge: -1. For the HOMO-LUMO gap, the calculation gives 8.77 eV. As for the LUMO energy: 3.77 eV. As for the relative energy (zero: lowest compared OMol25 entry of this formula, charge and spin): 0.00 kcal/mol.

Below is C54H49AsAuO3SSi as an isolated structure in a non-equilibrium geometry, with properties calculated with wB97M-V/def2-TZVPD.

```
110
Properties=species:S:1:pos:R:3:forces:R:3:lowdin_charge:R:1
Au 0.8871 0.0552 -0.0254 -1.27 -0.12 -0.32 1.198
O 2.3228 0.6472 -1.8582 0.14 -1.72 1.15 -0.566
S 2.0653 2.0897 -2.1674 -0.46 1.39 -1.88 1.040
C 3.2533 2.4852 -3.4821 0.13 0.12 0.48 -0.361
C 3.8416 1.4875 -4.2350 -0.10 -0.26 0.14 -0.067
C 4.7253 1.8341 -5.2432 -0.02 -0.01 0.01 -0.056
C 5.0220 3.1670 -5.4779 0.04 0.04 -0.01 -0.065
C 4.4398 4.1596 -4.7053 0.01 0.00 -0.08 -0.064
C 3.5497 3.8199 -3.7007 -0.09 0.00 0.15 -0.082
C 0.6432 2.0178 -3.2895 -0.03 0.08 0.39 -0.373
C -0.2330 3.0836 -3.3678 0.07 0.11 0.15 -0.079
C -1.3388 2.9846 -4.1964 -0.03 -0.01 -0.03 -0.063
C -1.5525 1.8267 -4.9290 -0.05 0.14 0.00 -0.054
C -0.6607 0.7707 -4.8510 0.06 -0.05 -0.04 -0.049
C 0.4408 0.8631 -4.0220 0.22 -0.03 0.09 -0.076
H 3.6173 0.4547 -4.0162 0.00 -0.13 -0.03 0.109
H 5.1881 1.0647 -5.8435 0.01 -0.07 0.00 0.113
H 5.7220 3.4319 -6.2564 0.03 0.03 -0.06 0.111
H 4.6887 5.1949 -4.8832 -0.02 0.08 0.02 0.111
H 3.0931 4.5812 -3.0871 -0.03 0.16 0.08 0.110
H -0.0558 3.9748 -2.7838 -0.04 0.12 0.08 0.109
H -2.0381 3.8045 -4.2649 -0.03 0.06 0.01 0.109
H -2.4226 1.7475 -5.5614 -0.09 0.00 -0.09 0.111
H -0.8219 -0.1257 -5.4305 -0.02 -0.12 0.00 0.109
H 1.1371 0.0457 -3.9239 0.01 -0.15 -0.04 0.098
O 0.7498 2.0184 1.1516 1.42 -1.50 -2.49 -0.480
As -0.1331 1.9263 2.5336 -1.66 0.06 2.74 1.221
C -0.5644 0.1568 3.1773 0.05 0.38 -0.25 -0.309
C -0.3185 -0.1927 4.4969 0.24 0.31 0.21 -0.082
C -0.6840 -1.4486 4.9530 -0.03 0.11 -0.03 -0.056
C -1.3041 -2.3372 4.0907 -0.09 0.02 -0.05 -0.046
C -1.5801 -1.9755 2.7820 -0.06 -0.15 -0.09 -0.043
C -1.2132 -0.7224 2.3224 0.02 0.11 -0.24 -0.126
C -1.7662 2.8947 2.2158 0.35 -0.05 -0.07 -0.301
C -3.0300 2.3791 2.4536 0.09 -0.25 0.18 -0.087
C -4.1419 3.1399 2.1276 -0.09 -0.04 0.03 -0.066
C -3.9881 4.3978 1.5687 -0.01 0.01 0.01 -0.059
C -2.7225 4.9159 1.3396 0.04 0.01 0.00 -0.062
C -1.6100 4.1593 1.6604 0.36 0.07 -0.06 -0.099
C 0.8611 2.7725 3.9495 -0.11 -0.14 -0.24 -0.311
C 2.1540 2.3110 4.1694 0.00 -0.17 -0.29 -0.098
C 2.9007 2.8397 5.2072 0.04 -0.05 -0.03 -0.062
C 2.3533 3.8256 6.0154 -0.02 0.00 0.01 -0.061
C 1.0601 4.2761 5.8019 -0.01 0.02 0.03 -0.063
C 0.3050 3.7453 4.7678 -0.31 0.00 -0.17 -0.081
H 0.1565 0.5214 5.1606 -0.01 -0.11 0.04 0.104
H -0.5129 -1.7252 5.9819 0.10 -0.01 0.08 0.113
H -1.6006 -3.3100 4.4456 -0.04 -0.17 0.05 0.114
H -2.0908 -2.6670 2.1279 0.00 -0.04 -0.12 0.109
H -1.4376 -0.4103 1.3062 -0.12 -0.16 -0.03 0.060
H -3.1356 1.3941 2.8945 -0.10 0.02 -0.02 0.107
H -5.1340 2.7554 2.3126 -0.05 -0.07 0.01 0.108
H -4.8587 4.9815 1.3101 -0.08 0.04 0.00 0.113
H -2.6115 5.9026 0.9140 0.05 0.03 -0.03 0.111
H -0.6021 4.5264 1.4802 -0.18 0.13 -0.06 0.112
H 2.5472 1.5394 3.5108 0.15 0.07 0.14 0.100
H 3.9045 2.4857 5.3924 0.05 -0.02 -0.02 0.110
H 2.9386 4.2411 6.8210 0.05 0.04 0.08 0.112
H 0.6412 5.0371 6.4446 -0.04 0.03 0.00 0.112
H -0.7147 4.0764 4.5941 0.10 0.05 0.06 0.108
O -1.0205 -0.2049 -1.1092 2.66 2.12 1.72 -0.395
Si -1.9235 -1.3924 -1.5477 -0.75 -3.50 -0.92 0.477
C -3.7659 -1.2000 -1.1627 0.53 0.13 -0.51 -0.212
C -4.1851 -0.3533 -0.1407 0.17 0.07 -0.01 -0.093
C -5.5264 -0.1879 0.1501 -0.11 0.00 0.12 -0.083
C -6.4874 -0.8386 -0.6039 -0.01 -0.05 -0.05 -0.080
C -6.0936 -1.6794 -1.6311 -0.10 -0.05 0.07 -0.074
C -4.7479 -1.8836 -1.8790 -0.05 0.00 -0.06 -0.106
C -1.4237 -3.0724 -0.6482 -0.10 2.13 -0.16 -0.220
C -2.3178 -4.1192 -0.5491 0.04 -0.42 0.25 -0.079
C -1.9681 -5.2499 0.1735 -0.19 -0.05 -0.23 -0.072
C -0.7186 -5.3377 0.7618 0.03 -0.07 0.09 -0.085
C 0.1866 -4.3012 0.6203 0.48 0.14 0.06 -0.079
C -0.1650 -3.1697 -0.0971 -0.69 -0.74 0.33 -0.132
C -1.4091 -2.1364 -3.2484 -1.08 1.22 0.83 -0.228
C -2.2964 -2.4601 -4.2609 0.27 -0.11 -0.39 -0.100
C -1.8394 -3.1060 -5.4004 -0.20 -0.07 -0.10 -0.083
C -0.4966 -3.4078 -5.5359 0.02 -0.09 -0.24 -0.087
C 0.4015 -3.0379 -4.5488 0.12 0.01 0.23 -0.075
C -0.0615 -2.4180 -3.4011 0.14 -0.10 -0.33 -0.123
H -3.4477 0.1877 0.4351 0.08 0.15 0.05 0.073
H -5.8296 0.4485 0.9672 -0.02 0.12 0.09 0.092
H -7.5356 -0.7075 -0.3880 -0.14 0.08 0.02 0.104
H -6.8338 -2.1762 -2.2415 -0.06 -0.11 0.03 0.107
H -4.4779 -2.5959 -2.6416 0.07 -0.03 -0.13 0.081
H -3.2873 -4.0619 -1.0179 -0.20 0.05 0.01 0.098
H -2.6750 -6.0618 0.2600 -0.03 -0.11 0.07 0.106
H -0.4517 -6.2173 1.3249 0.08 -0.12 0.08 0.103
H 1.1702 -4.3647 1.0595 0.14 -0.10 0.12 0.092
H 0.5448 -2.3579 -0.1896 0.47 0.37 -0.05 0.045
H -3.3389 -2.1978 -4.1985 -0.13 0.04 0.03 0.083
H -2.5433 -3.3746 -6.1768 0.03 -0.04 -0.08 0.105
H -0.1497 -3.9400 -6.4087 0.05 0.01 -0.12 0.103
H 1.4557 -3.2493 -4.6548 0.08 -0.07 -0.07 0.105
H 0.6327 -2.1424 -2.6216 0.19 -0.01 0.11 0.091
C 5.1866 -1.0533 2.9263 -0.04 -0.02 -0.04 -0.037
C 4.0331 -2.0112 2.6125 0.11 -0.12 0.14 -0.626
C 4.5401 -3.2144 1.8151 -0.03 0.04 0.00 -0.036
C 3.3362 -2.4750 3.8945 0.00 0.02 -0.04 -0.038
C 3.0582 -1.2913 1.7987 -0.34 0.28 -0.26 -0.093
C 2.2367 -0.7261 1.1262 -0.23 0.89 -0.48 -0.094
H 5.9400 -1.5529 3.5303 0.06 -0.08 0.08 0.091
H 4.8218 -0.1856 3.4714 0.00 0.10 0.07 0.075
H 5.6536 -0.7100 2.0060 0.06 0.04 -0.05 0.092
H 5.3061 -3.7379 2.3792 0.11 -0.08 0.11 0.091
H 4.9668 -2.8943 0.8690 0.07 0.02 -0.12 0.091
H 3.7271 -3.9059 1.6099 -0.07 -0.10 -0.04 0.077
H 4.0320 -3.0281 4.5192 0.11 -0.07 0.08 0.091
H 2.4934 -3.1201 3.6551 -0.07 -0.07 0.00 0.083
H 2.9623 -1.6234 4.4579 -0.04 0.09 0.09 0.079
```
Positions in Å, forces in eV/Å.

As for the total charge: +1. For the HOMO-LUMO gap (alpha / beta), the calculation gives 4.13 / 4.13 eV. As for the LUMO energy (alpha / beta): -6.28 / -6.28 eV. As for the relative energy (zero: lowest compared OMol25 entry of this formula, charge and spin): 0.00 kcal/mol.